24
Properties=species:S:1:pos:R:3 method="wB97M-V/def2-TZVPD" multiplicity=1 molar_mass_g_mol=138.21 relative_energy_kj_mol=48.3 smiles=Cc1ccc(O)cc1.CC largest_force_ev_per_a=1.449
C -0.72823 -2.74078 -0.21170
C -2.19816 -3.06521 -0.47818
H -0.31094 -3.49272 0.42321
H -0.58270 -1.82640 0.37133
H -0.23461 -2.57257 -1.16118
H -2.29460 -3.85746 -1.21236
H -2.74323 -3.35274 0.42736
H -2.74749 -2.16427 -0.77154
C 3.02454 0.48503 -0.04451
C 0.60792 0.58385 -0.71559
C 1.66257 1.15044 -0.00191
C -0.69037 1.05112 -0.64259
C -0.94625 2.04129 0.31090
C 1.36014 2.10428 0.95387
C 0.05779 2.60614 1.06197
O -2.26350 2.39028 0.42257
H 0.85870 -0.22749 -1.39341
H -1.47236 0.83571 -1.34860
H 3.39880 0.37307 0.97330
H 3.78894 0.93625 -0.68108
H 2.10165 2.61822 1.55403
H -2.40064 3.13302 1.01275
H -0.15573 3.50125 1.62952
H 2.90776 -0.51032 -0.47816


24
Properties=species:S:1:pos:R:3 method="wB97M-V/def2-TZVPD" multiplicity=1 molar_mass_g_mol=138.21 relative_energy_kj_mol=88.8 smiles=Cc1ccc(O)cc1.CC largest_force_ev_per_a=2.421
C -0.27468 2.50037 0.43809
C -1.20467 2.53936 -0.80232
H -0.84834 2.50196 1.36128
H 0.31295 1.59010 0.45727
H 0.40348 3.35348 0.53422
H -1.00354 3.38046 -1.45741
H -2.22532 2.61021 -0.42836
H -1.01897 1.60027 -1.31482
C 2.74630 -0.79743 -0.18431
C 0.63038 -0.45145 1.08503
C 1.27089 -1.01222 -0.02512
C -0.69507 -0.84479 1.30167
C 0.60916 -1.84297 -0.91266
C -1.41359 -1.47309 0.28740
C -0.78633 -1.97166 -0.83233
O -2.71083 -1.72402 0.63285
H 1.23805 0.04644 1.82545
H -1.17338 -0.60055 2.23898
H 3.05767 0.21946 -0.43807
H 3.10390 -1.33143 -1.07904
H 1.06274 -2.35242 -1.75246
H -1.15931 -2.67714 -1.56693
H -3.32345 -2.11125 0.02302
H 3.40197 -1.15169 0.60856


24
Properties=species:S:1:pos:R:3 method="wB97M-V/def2-TZVPD" multiplicity=2 s2=0.77 total_charge=+1 molar_mass_g_mol=138.21 relative_energy_kj_mol=15.9 largest_force_ev_per_a=1.723
C -2.03173 0.09139 -2.75045
C -2.49858 1.14875 -1.74328
H -1.05474 0.32498 -3.17270
H -2.05805 -0.87057 -2.24095
H -2.73888 0.08733 -3.57566
H -3.58752 1.08015 -1.63482
H -2.32413 2.17152 -2.06921
H -2.14985 0.94417 -0.72841
C 2.28075 1.79159 1.68426
C 0.46201 -0.90487 -0.25254
C 1.12894 0.25091 0.06591
C 0.31034 -1.89071 0.74213
C 1.67013 0.46872 1.36085
C 0.88235 -1.65751 2.03375
C 1.55856 -0.54202 2.36041
O -0.32259 -3.02836 0.56153
H 0.16006 -1.16670 -1.26088
H 1.24549 1.03628 -0.66718
H -0.85522 -2.95153 -0.26112
H 0.73668 -2.43172 2.78254
H 1.54944 2.41695 2.20994
H 2.60084 2.31262 0.78806
H 1.96263 -0.35324 3.34293
H 3.07307 1.67186 2.42489


24
Properties=species:S:1:pos:R:3 method="wB97M-V/def2-TZVPD" multiplicity=2 s2=0.77 total_charge=+1 molar_mass_g_mol=138.21 relative_energy_kj_mol=119.1 largest_force_ev_per_a=2.034
C -0.96019 0.34012 -2.38755
C -1.68807 1.91069 -0.54215
C -0.68516 1.11221 -1.17558
C -1.28434 2.77413 0.43723
C 0.00805 2.70358 0.99802
C 0.57867 0.91156 -0.51150
C 0.90092 1.69464 0.54685
H -2.64195 2.08953 -1.00952
H -1.98468 3.51200 0.79401
H -1.67637 -0.47480 -2.24199
H -0.05504 -0.04228 -2.85538
H 0.32206 3.41657 1.72720
H 1.27489 0.20834 -0.91988
H 1.81281 1.50218 1.08017
H -1.49394 0.93140 -3.14758
C 0.15766 -2.45249 1.15114
C 1.60961 -1.99782 0.99131
O -0.00145 -3.75752 0.58515
H -0.25215 -2.40452 2.14873
H -0.42394 -1.85592 0.44342
H 2.22366 -2.63502 1.61207
H 0.66583 -4.36929 0.93718
H 1.69749 -0.98335 1.38453
H 1.89561 -2.13394 -0.04586


Repeat the fourth record exactly.
24
Properties=species:S:1:pos:R:3 method="wB97M-V/def2-TZVPD" multiplicity=2 s2=0.77 total_charge=+1 molar_mass_g_mol=138.21 relative_energy_kj_mol=119.1 largest_force_ev_per_a=2.034
C -0.96019 0.34012 -2.38755
C -1.68807 1.91069 -0.54215
C -0.68516 1.11221 -1.17558
C -1.28434 2.77413 0.43723
C 0.00805 2.70358 0.99802
C 0.57867 0.91156 -0.51150
C 0.90092 1.69464 0.54685
H -2.64195 2.08953 -1.00952
H -1.98468 3.51200 0.79401
H -1.67637 -0.47480 -2.24199
H -0.05504 -0.04228 -2.85538
H 0.32206 3.41657 1.72720
H 1.27489 0.20834 -0.91988
H 1.81281 1.50218 1.08017
H -1.49394 0.93140 -3.14758
C 0.15766 -2.45249 1.15114
C 1.60961 -1.99782 0.99131
O -0.00145 -3.75752 0.58515
H -0.25215 -2.40452 2.14873
H -0.42394 -1.85592 0.44342
H 2.22366 -2.63502 1.61207
H 0.66583 -4.36929 0.93718
H 1.69749 -0.98335 1.38453
H 1.89561 -2.13394 -0.04586